{"formula": "C6H14N4O2", "method": "ωB97M-V/def2-TZVPD", "elements": ["C", "C", "C", "C", "C", "C", "H", "H", "H", "H", "H", "H", "H", "H", "H", "H", "H", "H", "H", "H", "N", "N", "N", "N", "O", "O"], "positions_angstrom": [[-0.157, 1.164, -1.104], [1.128, 1.085, -1.944], [-0.729, -0.267, -0.940], [-1.783, -0.383, 0.165], [-1.248, -0.239, 1.598], [1.122, -0.978, 1.527], [-1.168, 1.823, -2.680], [-0.904, 2.986, -1.623], [0.089, 1.551, -0.127], [0.088, -0.978, -0.804], [-1.177, -0.539, -1.919], [-2.546, 0.336, -0.002], [-2.268, -1.371, 0.084], [-0.863, 0.771, 1.752], [-2.053, -0.398, 2.340], [-0.418, -2.135, 2.068], [1.136, 0.878, 1.788], [1.363, -2.830, 0.752], [2.766, -1.939, 0.944], [2.063, 0.540, -0.324], [-1.172, 2.011, -1.703], [-0.169, -1.165, 1.927], [1.721, 0.180, 1.386], [1.835, -2.122, 1.278], [1.120, 1.355, -3.117], [2.224, 0.666, -1.323]], "e_lumo_ev": 0.549, "smiles": "[H]/N=C(/N)NCCC[C@H](N)C(=O)O", "e_above_lowest_ev": 0.000, "energy_ha": -606.5739, "homo_ev": -9.40}